# 1
The following is a quantum chemistry calculation of C23H48BrCaClF3N3O8PS2 as an isolated structure at a distorted geometry, from the OMol25 dataset.

## Properties
Total charge: +1
Orbital gap, Eh: 0.0492
E_tot, eV: -185572.91669
Highest occupied orbital energy, eV: -7.17

Each line ends with the Löwdin charge.
Geometry (Å):
C1 3.88 4.04 -0.17  0.056
C2 3.12 5.20 -0.47  -0.182
P1 1.93 6.51 -1.29  0.969
C3 0.08 6.16 -0.97  -0.343
C4 -0.51 4.80 -1.67  -0.718
C5 0.49 4.07 -2.74  -0.170
Br1 -1.17 3.57 -0.23  0.648
N1 2.39 6.70 -3.00  -0.209
C6 1.29 7.31 -3.85  -0.312
C7 1.27 8.98 -3.82  -0.451
C8 0.09 9.60 -2.87  -0.157
H1 4.81 3.30 -0.01  0.078
H2 2.24 7.77 -0.61  0.065
H3 -0.53 7.08 -1.40  0.096
H4 -0.18 6.13 0.19  0.097
H5 -1.47 5.14 -2.29  0.126
H6 0.00 3.01 -2.98  0.094
H7 1.57 3.84 -2.34  0.065
H8 0.54 4.63 -3.79  0.099
H9 3.15 7.44 -2.99  0.016
H10 0.22 6.87 -3.66  0.093
H11 1.56 7.03 -4.98  0.128
H12 2.33 9.44 -3.61  -0.228
H13 0.99 9.30 -4.94  0.078
H14 -0.35 10.54 -3.46  0.087
H15 -0.79 8.86 -2.65  0.039
H16 0.61 10.02 -1.89  0.061
O1 -0.28 8.77 -6.62  -0.063
H17 -0.62 9.21 -7.42  0.049
H18 -0.57 7.85 -6.72  0.042
Cl1 3.61 9.23 -4.46  -0.020
C9 2.99 1.50 3.20  -0.565
F1 4.06 2.18 3.71  0.152
F2 2.36 0.94 4.29  -0.139
F3 2.13 2.45 2.72  0.160
S1 3.48 0.23 1.92  0.480
O2 4.39 -0.70 2.60  -0.391
O3 4.13 0.99 0.85  -0.233
O4 2.22 -0.40 1.49  -0.271
Ca1 2.85 -0.76 4.21  1.736
C10 1.86 -3.27 2.09  -0.125
O5 1.17 -4.33 2.75  -0.194
C11 -0.20 -4.44 2.35  -0.190
C12 -0.43 -5.74 1.56  -0.208
N2 0.20 -5.66 0.23  -0.054
C13 0.24 -6.95 -0.47  -0.185
C14 1.08 -8.08 0.16  -0.206
O6 2.48 -7.82 0.16  -0.173
C15 2.94 -7.06 1.27  -0.105
H19 2.84 -3.16 2.56  0.075
H20 2.01 -3.51 1.04  0.093
H21 1.31 -2.33 2.19  0.052
H22 -0.55 -3.56 1.80  0.124
H23 -0.79 -4.50 3.28  0.110
H24 -1.50 -5.90 1.44  0.109
H25 -0.01 -6.56 2.14  0.100
H26 1.16 -5.33 0.34  0.051
H27 0.65 -6.74 -1.47  0.113
H28 -0.79 -7.30 -0.62  0.120
H29 0.94 -8.97 -0.46  0.123
H30 0.73 -8.36 1.16  0.109
H31 2.36 -7.24 2.17  0.087
H32 2.94 -5.99 1.01  0.057
H33 3.98 -7.34 1.47  0.089
C16 1.98 -3.99 -2.23  -0.158
O7 2.90 -4.68 -1.41  -0.142
H34 0.97 -4.24 -1.91  0.067
H35 2.14 -2.91 -2.13  0.075
H36 2.12 -4.29 -3.27  0.083
H37 3.80 -4.44 -1.71  0.093
C17 -4.73 3.70 0.45  -0.300
S2 -5.37 3.34 -1.20  0.792
O8 -5.53 4.65 -1.91  -0.557
C18 -7.01 2.82 -0.65  -0.271
H38 -3.71 4.09 0.35  -0.048
H39 -5.35 4.45 0.94  0.061
H40 -4.71 2.78 1.04  0.053
H41 -7.50 3.62 -0.09  0.059
H42 -6.92 1.93 -0.02  0.051
H43 -7.61 2.58 -1.53  0.053
N3 -2.66 -6.89 3.72  0.050
C19 -3.54 -7.71 3.10  -0.145
C20 -4.27 -8.68 3.75  -0.068
C21 -4.10 -8.84 5.12  -0.070
C22 -3.20 -8.01 5.79  -0.074
C23 -2.52 -7.05 5.06  -0.153
H44 -3.64 -7.55 2.03  0.101
H45 -4.96 -9.31 3.20  0.106
H46 -4.66 -9.59 5.67  0.110
H47 -3.05 -8.10 6.86  0.103
H48 -1.81 -6.38 5.53  0.096

=====

# 2
The following is a quantum chemistry calculation of a 2-piece molecular cluster, C23H48BrN3O8P2S overall at a distorted geometry, from the OMol25 dataset.

## Properties
Relative energy (zero: lowest compared OMol25 entry of this formula, charge and spin), kJ/mol: 1346.6
SMILES: CCCCCCCCCC[C@]1(CC(N)(N)N)OC(=O)O[C@@]1(CC(=O)Br)[PH2]=S.CCOP(=O)(OCC)OCC
Total charge: 0
Orbital gap, Eh: 0.2384
E_tot, eV: -144923.36190
Highest occupied orbital energy, eV: -8.44

Each line ends with the Löwdin charge.
Geometry (Å):
C1 -2.68 3.52 -1.75  -0.156
C2 -3.42 2.07 -1.98  -0.258
C3 -2.75 1.01 -0.88  -0.229
C4 -3.03 -0.56 -1.28  -0.224
C5 -2.06 -1.64 -0.47  -0.206
C6 -0.54 -1.45 -1.12  -0.228
C7 0.52 -2.56 -0.54  -0.202
C8 1.48 -3.25 -1.67  -0.192
C9 2.08 -2.22 -2.80  -0.204
C10 3.71 -2.21 -2.94  -0.105
C11 4.32 -0.71 -3.39  -0.300
C12 3.99 -0.52 -4.95  -0.037
C13 3.05 0.70 -5.44  -0.544
N1 3.18 0.71 -6.99  -0.007
N2 1.54 0.47 -5.24  0.032
N3 3.49 2.10 -5.04  0.048
O1 5.81 -0.94 -3.44  -0.066
C14 6.55 0.36 -3.44  -0.202
O2 7.79 0.65 -3.83  0.049
O3 5.48 1.26 -2.88  -0.086
C15 4.34 0.48 -2.28  -0.412
C16 5.10 -0.02 -0.88  -0.089
C17 4.22 0.22 0.49  -0.619
O4 3.19 -0.57 0.89  -0.145
Br1 4.65 1.72 1.81  0.590
P1 2.77 1.46 -1.84  0.437
S1 3.30 3.27 -1.19  0.112
H1 -1.95 3.74 -2.65  0.077
H2 -3.55 4.34 -1.78  0.077
H3 -2.15 3.51 -0.70  0.081
H4 -4.59 2.09 -1.86  0.107
H5 -3.10 1.68 -3.06  0.109
H6 -3.20 1.20 0.19  0.116
H7 -1.61 1.30 -0.82  0.094
H8 -2.84 -0.78 -2.43  0.112
H9 -4.15 -0.82 -0.96  0.113
H10 -2.00 -1.41 0.69  0.125
H11 -2.36 -2.75 -0.69  0.111
H12 -0.18 -0.37 -0.74  0.087
H13 -0.55 -1.42 -2.30  0.113
H14 1.11 -2.05 0.33  0.098
H15 -0.12 -3.42 -0.04  0.111
H16 0.87 -4.09 -2.25  0.122
H17 2.37 -3.81 -1.15  0.111
H18 1.74 -1.10 -2.68  0.078
H19 1.65 -2.58 -3.85  0.117
H20 4.20 -2.63 -1.97  0.115
H21 4.00 -2.98 -3.81  0.140
H22 5.00 -0.46 -5.60  0.164
H23 3.47 -1.52 -5.34  0.136
H24 2.56 1.46 -7.39  0.085
H25 2.96 -0.23 -7.37  0.076
H26 1.36 -0.48 -4.84  0.039
H27 1.06 0.43 -6.19  0.085
H28 4.02 2.58 -5.80  0.091
H29 2.67 2.72 -4.78  0.079
H30 6.13 0.57 -0.70  0.155
H31 5.39 -1.15 -0.89  0.139
H32 1.90 1.76 -2.98  -0.021
H33 1.88 0.78 -0.89  0.002
O5 -2.48 -0.46 4.07  -0.232
P2 -3.39 -0.18 5.29  0.737
O6 -4.13 1.14 4.61  -0.234
C18 -5.17 0.90 3.68  -0.311
C19 -6.44 0.44 4.37  -0.086
O7 -2.23 0.67 6.14  -0.236
C20 -0.85 0.36 5.97  -0.312
C21 -0.22 1.31 4.96  -0.073
O8 -4.40 0.14 6.65  -0.212
C22 -4.58 -0.97 7.52  -0.317
C23 -3.29 -1.37 8.21  -0.084
H34 -4.85 0.17 2.93  0.104
H35 -5.37 1.84 3.16  0.119
H36 -6.30 -0.55 4.81  0.062
H37 -7.27 0.38 3.67  0.078
H38 -6.70 1.12 5.19  0.085
H39 -0.72 -0.68 5.68  0.101
H40 -0.36 0.49 6.94  0.115
H41 -0.79 1.36 4.03  0.071
H42 0.80 1.00 4.73  0.078
H43 -0.19 2.33 5.37  0.078
H44 -4.99 -1.81 6.95  0.108
H45 -5.32 -0.68 8.27  0.122
H46 -2.56 -1.76 7.49  0.068
H47 -3.47 -2.14 8.97  0.082
H48 -2.82 -0.50 8.70  0.089

=====

The highest total charge belongs to which entry?
C23H48BrCaClF3N3O8PS2